Record 1
# C25H21FeN4OS4

A molecular structure, C25H21FeN4OS4 (ωB97M-V/def2-TZVPD, OMol25).

Structure (XYZ):
```
56
Properties=species:S:1:pos:R:3:forces:R:3:mulliken_charge:R:1
Fe 0.95899 0.67670 -0.87117 0.5 0.3 0.0 0.66
S 3.28676 1.07844 -0.83373 0.0 -0.1 0.1 -0.42
C 4.03823 -0.38241 -1.40252 0.0 0.0 0.0 0.29
C 5.44023 -0.41502 -1.54701 0.0 0.0 0.0 -0.61
C 6.10777 -1.53758 -1.98959 0.0 0.0 0.0 -0.46
C 5.41314 -2.70058 -2.31750 0.0 0.0 0.0 -0.58
C 4.03816 -2.70554 -2.18375 0.0 0.0 0.0 -0.52
C 3.36182 -1.57437 -1.72724 0.0 0.0 0.0 0.40
S 1.60008 -1.67752 -1.58154 -0.1 -0.1 0.0 -0.26
C 1.41931 -2.20867 0.16016 0.0 0.0 -0.1 -0.82
C 0.11901 -1.73360 0.74519 0.1 0.0 0.0 0.16
C -0.60429 -2.49291 1.64959 0.0 0.0 0.0 -0.78
C -1.69035 -1.91126 2.28026 0.0 0.0 0.0 -0.73
C -2.00835 -0.59200 2.01312 0.0 0.0 0.0 -0.70
C -1.24648 0.10431 1.08955 0.0 0.0 0.0 0.63
C -1.46787 1.55238 0.76875 0.1 0.0 0.0 -0.51
S 0.08049 2.51820 0.82816 -0.2 -0.1 0.0 -0.12
C 0.31615 2.66413 2.58728 0.0 -0.1 0.1 0.12
C -0.23671 3.82100 3.14509 0.0 0.0 0.0 -0.51
C -0.16351 4.07766 4.49983 0.0 0.0 0.0 -0.65
C 0.49261 3.14886 5.30799 0.0 -0.1 0.0 -0.41
C 1.05156 2.01279 4.76679 0.0 0.1 0.0 -0.65
C 0.99716 1.70428 3.38140 0.0 0.0 0.0 0.33
S 1.73747 0.25697 2.80844 0.0 0.0 0.0 -0.41
N -0.23557 -0.48494 0.45013 0.0 0.0 -0.1 0.85
H 5.99013 0.48302 -1.29595 0.0 0.0 0.0 0.40
H 7.18722 -1.50941 -2.08400 0.0 0.0 0.0 0.34
H 5.93445 -3.58076 -2.67085 0.0 0.0 0.0 0.35
H 3.46372 -3.58921 -2.43543 0.0 0.0 0.0 0.38
H 2.22560 -1.73141 0.72602 0.0 0.0 0.0 0.27
H 1.51146 -3.29115 0.22556 0.0 0.0 0.0 0.55
H -0.29535 -3.50398 1.87795 0.0 0.0 0.0 0.46
H -2.26571 -2.47456 3.00394 0.0 0.0 0.0 0.42
H -2.82051 -0.09438 2.52516 0.0 0.0 0.0 0.49
H -2.20206 2.00038 1.43599 0.0 0.0 0.0 0.68
H -1.81060 1.64015 -0.26390 0.0 0.0 0.0 -0.43
H -0.72731 4.52505 2.48242 0.0 0.0 0.0 0.41
H -0.59545 4.97915 4.91550 0.0 0.0 0.0 0.35
H 0.57115 3.32243 6.37611 0.0 0.0 0.0 0.33
H 1.56410 1.30295 5.40294 0.0 0.0 0.0 0.39
O -0.50142 2.44699 -4.49547 0.0 0.0 0.0 -0.65
C -0.19173 2.02583 -3.42495 0.0 0.0 0.0 0.75
N 0.07827 1.61520 -2.34478 -0.1 0.0 0.0 -0.77
N -2.71526 -2.33356 -1.41532 0.0 0.0 0.0 -0.33
C -3.34138 -1.25895 -2.02074 0.0 0.0 0.0 0.55
C -4.61609 -1.38015 -2.58711 0.0 0.0 0.0 -0.87
C -5.19898 -0.25392 -3.12926 0.0 0.0 0.0 -0.15
C -4.51494 0.95490 -3.10133 0.0 0.0 0.0 -1.19
C -3.25846 0.96823 -2.52026 0.0 0.0 -0.1 -0.07
N -2.67932 -0.10520 -1.98722 -0.1 -0.1 0.0 0.08
H -2.96102 -3.24720 -1.75657 0.0 0.0 0.0 0.27
H -1.72516 -2.19011 -1.28145 0.0 0.0 0.0 0.13
H -5.12697 -2.33501 -2.58938 0.0 0.0 0.0 0.32
H -6.18413 -0.31676 -3.57573 0.0 0.0 0.0 0.38
H -4.93380 1.85538 -3.52741 0.0 0.0 0.0 0.38
H -2.66625 1.87674 -2.49214 0.0 0.0 0.0 0.47
```
Forces are in eV/Å.

Output
M	577.58	g/mol
⟨S²⟩	6.016
total charge	-1
relative energy (zero: lowest compared OMol25 entry of this formula, charge and spin)	0.000	eV
2S+1	5

***

Record 2
# C25H21N2PSSe2TeTi

A molecular structure, C25H21N2PSSe2TeTi at a distorted geometry (ωB97M-V/def2-TZVPD, OMol25).

Structure (XYZ):
```
54
Properties=species:S:1:pos:R:3:forces:R:3:mulliken_charge:R:1
Ti -1.01133 0.19644 0.61666 -0.3 0.1 0.2 0.41
Se 1.45508 0.98719 0.68494 0.0 -0.8 -0.1 -0.24
P 1.97368 -1.17537 0.94492 -0.9 0.5 0.1 0.72
Se -0.12856 -2.05342 0.98523 0.9 0.1 -0.1 -0.29
C 2.85744 -1.40557 2.45605 0.4 -0.4 1.8 0.78
C 3.74731 -2.52028 2.58551 -1.3 1.1 -1.0 -0.43
C 4.40804 -2.74093 3.75342 1.1 0.2 0.0 -0.60
C 4.29055 -1.89147 4.83024 -0.6 -0.2 0.3 -0.48
C 3.34535 -0.87307 4.78307 -0.1 0.1 -0.8 -0.65
C 2.62369 -0.58401 3.60795 1.7 -2.0 -0.3 -0.47
C 2.97612 -1.72585 -0.40994 1.2 0.2 -0.5 0.65
C 4.16874 -0.97529 -0.59664 -0.3 -0.1 -0.1 -0.40
C 4.96870 -1.23596 -1.69724 0.4 -0.1 -0.6 -0.64
C 4.71453 -2.34770 -2.53873 -1.4 0.6 1.0 -0.39
C 3.55762 -3.13543 -2.32504 1.0 1.4 0.8 -0.78
C 2.69232 -2.78543 -1.26630 1.2 0.2 -0.5 -0.21
H 3.95045 -3.17207 1.75081 -0.1 0.0 -0.2 0.37
H 5.18171 -3.47863 3.76920 0.1 -0.6 0.1 0.38
H 4.89826 -2.12280 5.70512 -0.3 0.4 -0.1 0.40
H 3.20035 -0.27781 5.65284 -0.1 0.5 0.5 0.41
H 1.99281 0.26287 3.57660 -0.7 0.7 -0.1 0.35
H 4.46753 -0.19434 0.10730 -0.3 -0.1 -0.3 0.38
H 5.79741 -0.54176 -1.96047 -0.5 -0.8 0.5 0.36
H 5.37596 -2.52008 -3.36535 0.1 -0.2 -0.2 0.43
H 3.38309 -3.98572 -2.95754 -0.3 -0.2 0.0 0.44
H 1.86303 -3.38984 -1.05183 -1.2 -0.7 0.0 0.41
N -1.48135 1.86994 1.96172 -0.3 0.4 0.6 -0.20
C -2.02630 2.49875 0.76853 0.2 -0.4 0.8 -0.38
C -1.31055 2.49751 -0.36701 0.5 0.2 -1.3 -1.04
C -1.98892 2.89837 -1.66368 -0.4 -0.7 0.2 -0.20
C -3.74284 1.55828 -2.12768 0.8 0.5 -0.9 -0.35
C -3.80362 0.43510 -1.19286 -0.3 -1.6 1.4 -0.37
C -4.95828 -0.28401 -0.82297 -0.4 1.7 -1.1 -0.80
C -5.08840 -1.04445 0.31644 0.3 0.3 0.1 -0.68
C -4.03741 -1.12368 1.18210 -0.2 -0.4 -0.1 -0.52
N -2.89900 -0.58697 0.78648 1.5 0.3 -0.5 -0.17
C -2.74696 0.05269 -0.36137 0.4 0.3 0.0 1.08
H -0.70551 2.43575 2.30069 0.4 -0.3 0.0 0.35
H -2.10509 1.72408 2.78719 0.2 0.3 -1.2 0.33
H -0.22312 2.37720 -0.41926 -0.3 0.0 0.2 0.56
H -1.53001 3.76521 -2.11851 0.2 0.3 0.3 0.69
H -4.55084 1.59522 -2.86588 0.0 -0.4 0.4 0.78
H -5.87915 -0.05741 -1.33261 -0.2 -0.1 -0.5 0.45
H -6.04329 -1.39185 0.60564 -0.8 -0.6 0.1 0.47
H -4.10380 -1.61159 2.11919 0.1 -0.3 0.8 0.53
Te -3.95684 3.14098 0.59732 -1.3 0.6 0.3 0.34
C -3.52865 2.97692 -1.47666 -0.3 0.0 -0.4 0.23
C -2.33083 1.83641 -2.78862 -0.6 1.0 0.6 -0.05
C -2.56390 2.64352 -4.03220 -0.1 0.0 0.0 -1.11
C -3.37012 3.68907 -4.03745 -0.7 -0.2 0.4 -0.32
S -4.27326 4.17971 -2.62939 -0.1 0.6 0.8 -0.11
H -1.68819 1.00681 -2.90992 0.7 -0.9 -0.2 0.69
H -2.15988 2.40477 -4.97974 0.7 -0.6 -0.6 0.44
H -3.65374 4.20000 -4.94026 0.1 0.3 -0.1 0.46
```
Forces are in eV/Å.

Output
M	745.88	g/mol
total charge	+2
relative energy (zero: lowest compared OMol25 entry of this formula, charge and spin)	2.519	eV

***

Record 3
# C25H21N5O2

C25H21N5O2 in the gas phase at a distorted geometry (ωB97M-V/def2-TZVPD, OMol25).

Structure (XYZ):
```
53
Properties=species:S:1:pos:R:3:forces:R:3:mulliken_charge:R:1
C 3.81728 3.14742 2.96518 0.0 0.0 0.0 -1.51
C 3.67896 1.96149 2.06945 -0.2 0.1 -0.2 0.66
N 2.74005 2.03224 1.18670 -0.2 1.0 0.5 -1.38
N 2.58120 0.98812 0.37537 0.6 -1.3 -0.4 1.05
C 1.66295 0.80112 -0.61254 0.1 0.2 0.1 0.59
C 0.54716 1.74688 -0.88200 0.0 0.2 0.2 -1.24
N -0.74359 1.12466 -0.60594 0.2 0.2 -0.2 0.32
C -1.00655 0.81341 0.68389 -0.5 -0.3 0.1 0.57
O -0.28206 1.16048 1.59533 0.1 0.0 0.2 -0.67
C -2.28951 0.02319 0.94877 -0.1 0.1 0.4 -0.70
O -2.37468 -1.05976 0.05565 0.0 -0.2 0.1 -0.36
C -3.59943 -1.57035 -0.25809 -0.2 -0.2 -0.2 0.62
C -3.62712 -2.44028 -1.34833 0.2 0.1 0.2 -0.29
C -4.81681 -3.00490 -1.75587 0.1 0.0 0.0 -0.57
C -5.99562 -2.71602 -1.08495 -0.2 0.0 0.0 -0.51
C -5.96652 -1.86650 0.00431 -0.1 -0.1 -0.1 -0.60
C -4.77702 -1.29331 0.42497 0.3 0.2 0.2 -0.40
C -1.52602 0.71944 -1.71832 -0.4 0.0 -0.5 -0.06
C -2.80622 1.22942 -1.89530 0.2 0.0 0.0 -0.17
C -3.55916 0.83331 -2.98633 -0.1 0.0 -0.1 -0.71
C -3.03006 -0.04689 -3.91412 -0.1 0.0 -0.1 -0.51
C -1.74139 -0.52837 -3.75168 0.0 0.0 0.0 -0.87
C -0.98426 -0.14960 -2.65800 0.0 0.1 0.1 0.02
N 1.88726 -0.35186 -1.18980 -0.7 0.5 -0.4 -0.08
N 2.93426 -0.94301 -0.60875 1.0 -0.6 0.6 -1.02
C 3.36087 -0.14939 0.34420 -0.5 0.4 -0.3 0.69
C 4.41432 -0.25903 1.29710 0.3 0.2 0.4 0.29
C 5.25681 -1.37036 1.36706 -0.1 0.1 0.0 -0.74
C 6.24306 -1.41504 2.32432 0.0 0.0 -0.1 -0.44
C 6.40109 -0.35692 3.21950 0.0 0.0 0.1 -0.69
C 5.57896 0.74489 3.15897 -0.1 0.0 0.0 -0.54
C 4.56540 0.82200 2.19519 0.1 -0.7 -0.3 0.46
H 3.67004 2.85332 4.00269 0.0 0.0 0.1 0.35
H 4.80734 3.58932 2.86586 0.1 0.1 0.1 0.35
H 3.06471 3.88214 2.69517 0.0 0.0 0.0 0.38
H 0.55106 2.07013 -1.92424 0.0 0.0 0.2 0.46
H 0.67247 2.60490 -0.21314 0.0 0.0 -0.2 0.38
H -2.25119 -0.32480 1.98962 0.0 0.1 -0.2 0.46
H -3.14265 0.70485 0.83804 0.1 -0.1 0.0 0.37
H -2.69983 -2.64864 -1.85717 0.1 0.0 -0.1 0.50
H -4.82694 -3.67274 -2.60433 0.0 -0.1 -0.1 0.39
H -6.92760 -3.15544 -1.40652 -0.1 0.0 0.0 0.39
H -6.87676 -1.64412 0.54206 -0.1 0.0 0.0 0.38
H -4.78051 -0.64845 1.29060 0.0 0.1 0.1 0.39
H -3.21026 1.93346 -1.18219 0.0 0.1 0.1 0.44
H -4.55987 1.21881 -3.11360 -0.1 0.0 0.0 0.42
H -3.62150 -0.35452 -4.76329 -0.1 0.0 -0.1 0.43
H -1.32400 -1.21050 -4.47739 0.0 -0.1 -0.1 0.41
H 0.01572 -0.52970 -2.50723 0.1 -0.1 0.0 0.57
H 5.10521 -2.17260 0.66281 0.0 -0.1 -0.1 0.51
H 6.89797 -2.27097 2.38788 0.0 -0.1 0.0 0.41
H 7.17775 -0.40436 3.96847 0.0 0.0 0.1 0.39
H 5.71520 1.55344 3.85995 0.0 0.1 0.1 0.41
```
Forces are in eV/Å.

Output
M	423.48	g/mol
SMILES	Cc1nn2c(CN(C(=O)COc3ccccc3)c3ccccc3)nnc2c2ccccc12
total charge	0
relative energy (zero: lowest compared OMol25 entry of this formula, charge and spin)	0.000	eV

***

Record 4
# C25H22BrCl2IrN3OP

A molecular structure, C25H22BrCl2IrN3OP at a distorted geometry (ωB97M-V/def2-TZVPD, OMol25).

Structure (XYZ):
```
56
Properties=species:S:1:pos:R:3:forces:R:3:mulliken_charge:R:1
Ir -0.04443 -0.58778 -0.17407 0.0 -1.3 -0.3 1.47
Br -3.31779 5.89917 -1.52572 0.0 0.0 0.0 -0.17
C -2.71273 4.11702 -1.41102 0.1 -0.1 0.1 -0.31
C -3.29112 3.13444 -2.23534 -0.1 0.1 -0.1 -0.33
C -2.87674 1.83498 -2.17650 0.1 0.0 0.1 -0.81
C -1.85743 1.42253 -1.28298 0.0 0.0 -0.1 0.33
O -1.55397 0.15714 -1.29034 0.0 0.1 0.1 -0.95
C -1.26755 2.42340 -0.45558 0.1 -0.1 0.1 0.78
C -0.21545 2.20898 0.47947 0.0 -0.1 -0.2 0.25
N 0.37795 1.08711 0.75646 0.0 0.6 0.1 0.01
C 1.45375 1.00459 1.68517 0.0 -0.3 -0.2 0.49
C 1.92285 2.00866 2.48878 0.0 -0.1 0.0 -1.18
C 3.01628 1.77014 3.34695 0.0 0.0 0.0 -1.05
C 3.63313 0.55293 3.39005 0.0 -0.1 0.0 -0.87
C 3.17390 -0.50201 2.56638 0.0 0.0 0.0 0.56
C 3.76469 -1.78812 2.52677 0.0 0.1 0.0 -0.70
C 3.26837 -2.73616 1.68302 0.0 0.0 -0.1 -0.94
C 2.16102 -2.42400 0.87349 0.0 0.0 0.0 0.11
N 1.57341 -1.25073 0.90799 0.0 0.2 0.1 0.46
C 2.07604 -0.26845 1.72698 0.0 0.0 -0.1 0.82
C -1.72102 3.76754 -0.54593 -0.1 0.0 -0.1 -1.07
H -4.07212 3.42055 -2.92716 0.0 0.0 0.0 0.44
H -3.31381 1.07931 -2.81407 0.0 0.0 0.0 0.52
H 0.13084 3.09056 1.00848 0.0 0.0 0.0 0.08
H 1.48020 2.99380 2.48634 0.0 0.0 0.0 0.43
H 3.36754 2.57945 3.97114 0.0 0.0 0.0 0.41
H 4.47833 0.38194 4.04258 0.0 0.0 0.0 0.46
H 4.61466 -1.99977 3.16219 0.0 0.0 0.0 0.47
H 3.70519 -3.72100 1.61540 0.0 0.0 0.0 0.44
H 1.74657 -3.15131 0.18719 0.0 0.0 0.0 0.51
H -1.26204 4.51590 0.08629 0.0 0.0 0.0 0.52
C -2.50340 -2.61542 1.20440 -0.1 0.0 0.1 -1.45
P -1.60247 -1.07389 1.52109 0.0 -0.2 0.0 1.14
C -2.91901 0.15309 1.74023 0.0 0.0 0.0 -1.43
C -0.93011 -1.28710 3.19550 0.0 0.0 0.0 -1.41
H -3.23553 -2.80250 1.99131 0.0 0.0 0.0 0.48
H -1.81005 -3.45595 1.15958 0.0 0.0 0.0 0.32
H -3.01873 -2.54109 0.24635 0.0 0.0 0.0 0.36
H -3.62244 -0.17844 2.50524 0.0 0.0 0.0 0.51
H -3.45035 0.29386 0.79965 0.0 0.0 0.0 0.34
H -2.49521 1.11069 2.04282 0.0 0.0 0.0 0.34
H -1.72496 -1.54595 3.89619 0.0 0.0 0.0 0.48
H -0.45926 -0.36020 3.52616 0.0 0.0 0.0 0.33
H -0.18035 -2.07859 3.20690 0.0 0.0 0.0 0.32
Cl -0.26461 -2.68449 -1.61175 -0.3 0.6 0.4 -0.27
C 0.28436 -1.86852 -3.07457 0.0 0.1 -0.1 1.27
C 0.05940 -2.45960 -4.28624 0.1 0.0 0.0 -0.88
C 0.54539 -1.80739 -5.42088 0.0 -0.1 0.0 -0.35
C 1.25468 -0.61933 -5.30516 0.0 0.0 0.0 -0.69
C 1.49627 -0.06403 -4.06469 0.1 0.1 0.0 0.56
Cl 2.38672 1.40065 -3.95070 0.0 0.0 0.0 -0.17
C 0.99561 -0.64839 -2.86006 0.0 -0.4 0.1 -0.29
N 1.22595 -0.13343 -1.66367 0.1 0.8 -0.1 -1.00
H -0.47287 -3.39652 -4.36570 0.0 0.0 0.0 0.46
H 0.37255 -2.23710 -6.39695 0.0 0.0 0.0 0.40
H 1.62995 -0.12117 -6.18744 0.0 0.0 0.0 0.44
```
Forces are in eV/Å.

Output
M	754.47	g/mol
⟨S²⟩	0.797
total charge	+1
relative energy (zero: lowest compared OMol25 entry of this formula, charge and spin)	0.572	eV
2S+1	2

***

Question: Number 1 is which compound?
Answer: C25H21FeN4OS4

***

Question: The highest total charge belongs to which entry?
Answer: C25H21N2PSSe2TeTi

***

Question: The lowest total charge belongs to which entry?
Answer: C25H21FeN4OS4